Record 1
Density functional theory data (the ωB97M-V functional and the def2-TZVPD basis) for a structure of composition C46H81N2O5PtSSi.

Total charge: +1
Multiplicity: 5
Energy above the lowest of the compared OMol25 structures with the same formula, charge and spin: 26.7 kJ/mol
Electronic energy: -84190.9899 eV

Positions of all 137 atoms, in Å:
Pt1 0.708 0.254 -0.296
C1 4.220 -0.798 -1.526
N1 3.172 -1.177 -0.597
C2 3.010 -2.572 -0.253
C3 2.691 -0.247 0.300
C4 0.720 1.455 1.428
N2 -0.522 1.293 1.964
C5 -1.625 2.106 1.457
C6 -2.907 1.374 1.157
C7 -4.083 1.866 1.644
C8 -5.321 1.295 1.295
C9 -5.314 0.156 0.477
C10 -4.181 -0.422 -0.040
C11 -2.907 0.238 0.237
O1 -1.849 -0.142 -0.310
C12 -4.336 -1.692 -0.879
C13 -5.203 -1.362 -2.104
C14 -5.050 -2.746 -0.015
C15 -3.033 -2.319 -1.382
C16 -6.645 1.844 1.799
C17 -7.577 2.106 0.606
C18 -6.475 3.152 2.574
C19 -7.283 0.799 2.729
C20 -0.844 0.225 2.910
C21 0.253 -0.758 3.209
C22 1.107 -0.605 4.261
C23 2.049 -1.607 4.582
C24 1.959 -2.838 3.904
C25 1.101 -3.087 2.862
C26 0.355 -1.936 2.348
O2 -0.138 -1.879 1.202
C27 0.879 -4.528 2.399
C28 -0.073 -4.683 1.211
C29 2.201 -5.227 2.050
C30 0.239 -5.256 3.598
C31 3.069 -1.439 5.695
C32 4.460 -1.830 5.174
C33 3.135 0.001 6.206
C34 2.677 -2.362 6.860
H1 4.363 -1.587 -2.260
H2 3.923 0.112 -2.040
H3 5.158 -0.635 -0.986
H4 1.956 -2.783 -0.074
H5 3.369 -3.203 -1.064
H6 3.570 -2.808 0.658
H7 3.196 0.716 0.217
H8 2.615 -0.617 1.326
H9 0.903 2.434 0.992
H10 1.522 1.102 2.068
H11 -1.277 2.575 0.532
H12 -1.833 2.903 2.178
H13 -4.053 2.726 2.299
H14 -6.268 -0.298 0.246
H15 -6.193 -1.004 -1.823
H16 -5.331 -2.258 -2.712
H17 -4.726 -0.598 -2.719
H18 -6.033 -2.413 0.320
H19 -4.457 -2.990 0.868
H20 -5.187 -3.658 -0.596
H21 -2.537 -1.690 -2.118
H22 -3.281 -3.272 -1.853
H23 -2.326 -2.505 -0.579
H24 -7.127 2.810 -0.095
H25 -8.514 2.532 0.962
H26 -7.816 1.192 0.062
H27 -5.976 3.915 1.975
H28 -5.911 3.008 3.497
H29 -7.457 3.537 2.848
H30 -7.505 -0.127 2.200
H31 -8.218 1.189 3.134
H32 -6.623 0.564 3.565
H33 -1.695 -0.336 2.519
H34 -1.163 0.692 3.849
H35 1.051 0.294 4.860
H36 2.572 -3.652 4.268
H37 0.278 -4.169 0.320
H38 -1.069 -4.307 1.439
H39 -0.159 -5.747 0.982
H40 2.589 -4.882 1.094
H41 2.027 -6.300 1.965
H42 2.972 -5.078 2.805
H43 -0.683 -4.761 3.906
H44 0.910 -5.289 4.456
H45 -0.003 -6.280 3.314
H46 4.754 -1.198 4.335
H47 4.502 -2.869 4.849
H48 5.195 -1.703 5.968
H49 3.344 0.706 5.399
H50 3.938 0.086 6.937
H51 2.212 0.303 6.702
H52 2.696 -3.411 6.564
H53 1.676 -2.129 7.223
H54 3.378 -2.232 7.685
C35 1.165 0.077 -5.738
C36 1.358 -0.532 -4.356
C37 2.281 -1.739 -4.454
C38 0.027 -0.955 -3.745
O3 2.027 0.404 -3.496
Si1 1.659 1.923 -2.979
S1 -0.097 1.935 -1.804
O4 2.929 2.287 -2.006
C39 4.094 3.113 -2.186
C40 4.775 2.776 -3.507
C41 3.671 4.573 -2.144
C42 5.014 2.807 -1.010
O5 1.550 2.953 -4.223
C43 0.654 3.858 -4.896
C44 0.812 5.241 -4.276
C45 1.094 3.875 -6.353
C46 -0.796 3.407 -4.774
H55 0.768 -0.670 -6.426
H56 2.118 0.437 -6.124
H57 0.474 0.912 -5.703
H58 1.880 -2.460 -5.165
H59 2.369 -2.228 -3.483
H60 3.270 -1.432 -4.792
H61 -0.359 -1.831 -4.267
H62 -0.717 -0.159 -3.785
H63 0.163 -1.230 -2.689
H64 4.106 2.976 -4.343
H65 5.056 1.722 -3.534
H66 5.676 3.376 -3.633
H67 3.001 4.794 -2.969
H68 4.541 5.226 -2.218
H69 3.152 4.787 -1.209
H70 5.330 1.766 -1.026
H71 4.497 3.004 -0.070
H72 5.905 3.433 -1.050
H73 1.817 5.627 -4.443
H74 0.622 5.197 -3.203
H75 0.102 5.936 -4.724
H76 2.154 4.122 -6.420
H77 0.527 4.620 -6.911
H78 0.938 2.902 -6.817
H79 -1.144 3.464 -3.743
H80 -0.929 2.385 -5.122
H81 -1.424 4.056 -5.386


Record 2
Density functional theory data (the ωB97M-V functional and the def2-TZVPD basis) for a structure of composition ILi in a non-equilibrium geometry.

Multiplicity: 1
Energy above the lowest of the compared OMol25 structures with the same formula, charge and spin: 35.8 kJ/mol
Electronic energy: -8306.6163 eV

Positions of all 2 atoms, in Å:
Li1 -0.017 -1.371 -0.370
I1 0.017 1.371 0.370


The highest electronic energy belongs to which entry? ILi